The following is a quantum chemistry calculation of the molecule C5H4O2, from the Open Molecules 2025 dataset.

Element x y z (Å)
O (2.257, -1.592, -0.344)
C (1.342, -0.871, -0.128)
O (0.013, -1.432, -0.144)
C (-1.011, -0.674, 0.188)
C (-1.220, 0.685, -0.232)
C (0.156, 1.260, -0.009)
C (1.289, 0.592, 0.109)
H (-1.586, -1.082, 1.018)
H (-1.627, 0.931, -1.212)
H (-1.878, 1.136, 0.510)
H (2.264, 1.047, 0.245)

Computed properties:
E_LUMO (spin up / spin down)   -0.876 / -0.238 eV
Orbital gap (spin up / spin down)   0.2682 / 0.3242 hartree
Relative energy (zero: lowest compared OMol25 entry of this formula, charge and spin)   354.3 kJ/mol
Net charge   0
HOMO level (spin up / spin down)   -8.18 / -9.06 eV

The following is a quantum chemistry calculation of the molecule C3H4O3, from the Open Molecules 2025 dataset.

Element x y z (Å)
C (-1.525, -0.494, -0.097)
C (-0.270, -0.229, -0.342)
O (0.835, -0.751, -0.969)
C (0.989, 0.433, -0.216)
O (1.258, 1.696, -0.975)
O (1.800, 0.429, 0.872)
H (-2.002, -1.369, -0.501)
H (-2.113, 0.182, 0.495)
H (2.194, 1.681, -1.206)
H (1.571, -0.277, 1.488)

Computed properties:
E_LUMO   0.640 eV
Orbital gap   0.3846 hartree
Relative energy (zero: lowest compared OMol25 entry of this formula, charge and spin)   271.1 kJ/mol
Net charge   0
HOMO level   -9.82 eV

The following is a quantum chemistry calculation of the molecule C4H7BN2, from the Open Molecules 2025 dataset.

Element x y z (Å)
B (-0.755, -0.353, -0.134)
C (0.205, 0.918, -0.081)
C (1.535, 1.096, 0.016)
C (2.557, 0.105, 0.088)
C (2.635, -1.191, 0.053)
N (-0.317, -1.714, -0.171)
N (-2.100, -0.059, 0.240)
H (-0.396, 1.927, -0.071)
H (1.747, 2.098, 0.242)
H (3.501, 0.538, 0.464)
H (0.617, -2.127, -0.252)
H (-0.914, -2.282, 0.300)
H (-2.410, 0.925, 0.211)
H (-2.673, -0.610, 0.749)

Computed properties:
E_LUMO   -0.422 eV
Orbital gap   0.3174 hartree
Relative energy (zero: lowest compared OMol25 entry of this formula, charge and spin)   366.2 kJ/mol
Net charge   0
HOMO level   -9.06 eV

The following is a quantum chemistry calculation of a cluster of 14 separate species, C58H77N3O32S2 in total, from the Open Molecules 2025 dataset.

Element x y z (Å)
C (2.127, -36.483, 35.543)
C (2.333, -35.513, 36.742)
O (0.992, -35.319, 37.330)
S (-0.052, -36.460, 36.779)
O (-0.979, -35.833, 35.852)
O (-0.662, -37.264, 37.819)
O (1.026, -37.336, 35.928)
H (2.995, -37.123, 35.386)
H (1.831, -35.942, 34.644)
H (2.777, -34.596, 36.355)
H (2.900, -35.996, 37.537)
C (6.437, -34.174, 32.631)
C (5.941, -34.291, 34.050)
O (5.095, -35.446, 34.062)
S (4.310, -35.575, 32.518)
O (2.947, -35.018, 32.529)
O (4.446, -36.956, 32.084)
O (5.372, -34.612, 31.723)
H (7.185, -34.904, 32.322)
H (6.806, -33.179, 32.380)
H (5.342, -33.409, 34.280)
H (6.733, -34.237, 34.797)
C (2.230, -25.666, 42.095)
C (3.119, -26.755, 42.118)
C (3.041, -27.668, 41.061)
C (2.248, -27.418, 39.922)
C (1.410, -26.240, 39.905)
C (1.409, -25.467, 41.009)
N (2.168, -28.434, 38.890)
O (2.785, -29.505, 39.077)
O (1.381, -28.240, 37.998)
H (2.150, -25.124, 43.026)
H (3.647, -26.893, 43.049)
H (3.418, -28.665, 41.237)
H (0.710, -26.008, 39.116)
H (0.671, -24.696, 41.176)
C (2.244, -31.939, 37.824)
C (3.523, -31.977, 37.265)
C (3.713, -31.820, 35.921)
C (2.642, -31.645, 35.082)
C (1.377, -31.497, 35.644)
C (1.133, -31.755, 36.971)
N (2.846, -31.447, 33.610)
O (1.977, -30.836, 32.993)
O (3.873, -31.895, 33.127)
H (2.009, -32.084, 38.868)
H (4.383, -32.108, 37.905)
H (4.735, -31.715, 35.587)
H (0.442, -31.401, 35.112)
H (0.115, -31.607, 37.297)
C (4.576, -27.870, 34.758)
C (3.302, -27.944, 35.401)
C (2.465, -26.875, 35.352)
C (2.951, -25.700, 34.605)
C (4.106, -25.729, 33.835)
C (4.972, -26.792, 33.972)
N (2.100, -24.483, 34.554)
O (1.044, -24.482, 35.201)
O (2.515, -23.474, 33.954)
H (5.288, -28.674, 34.869)
H (2.947, -28.834, 35.898)
H (1.491, -26.929, 35.815)
H (4.340, -24.880, 33.210)
H (5.869, -26.811, 33.372)
O (1.074, -27.550, 28.060)
C (0.913, -27.347, 29.314)
O (1.922, -26.852, 30.173)
C (1.711, -27.116, 31.533)
C (0.555, -27.999, 31.528)
C (-0.240, -27.693, 30.255)
H (1.435, -26.236, 32.113)
H (2.531, -27.605, 32.059)
H (-0.004, -28.024, 32.464)
H (0.891, -29.036, 31.541)
H (-0.887, -26.825, 30.379)
H (-0.836, -28.567, 29.993)
O (4.749, -29.353, 30.448)
C (4.136, -30.320, 29.954)
O (4.973, -31.377, 29.393)
C (4.157, -32.481, 28.927)
C (2.843, -32.268, 29.712)
C (2.693, -30.731, 29.859)
H (4.501, -33.489, 29.159)
H (3.983, -32.415, 27.853)
H (2.976, -32.755, 30.678)
H (2.091, -32.843, 29.171)
H (2.094, -30.465, 30.730)
H (2.265, -30.237, 28.987)
O (8.247, -31.931, 35.514)
C (7.948, -31.110, 34.609)
O (6.613, -31.007, 34.202)
C (6.420, -30.145, 33.045)
C (7.685, -29.325, 33.135)
C (8.738, -30.063, 33.857)
H (5.585, -29.448, 32.973)
H (6.325, -30.817, 32.192)
H (7.578, -28.366, 33.642)
H (8.117, -29.045, 32.175)
H (9.173, -29.398, 34.603)
H (9.497, -30.590, 33.279)
O (-0.864, -31.776, 30.434)
C (-0.879, -32.553, 31.342)
O (0.219, -33.248, 31.796)
C (-0.141, -34.157, 32.833)
C (-1.381, -33.593, 33.403)
C (-2.024, -32.787, 32.227)
H (0.664, -34.151, 33.567)
H (-0.284, -35.151, 32.410)
H (-1.092, -32.876, 34.172)
H (-2.063, -34.284, 33.898)
H (-2.485, -31.823, 32.443)
H (-2.663, -33.392, 31.584)
O (0.821, -35.271, 43.474)
C (0.749, -35.012, 42.309)
O (1.836, -35.215, 41.557)
C (1.322, -35.454, 40.226)
C (0.227, -34.397, 40.145)
C (-0.413, -34.541, 41.471)
H (0.942, -36.475, 40.196)
H (2.180, -35.437, 39.553)
H (-0.377, -34.475, 39.241)
H (0.635, -33.393, 40.033)
H (-1.205, -35.289, 41.440)
H (-0.893, -33.643, 41.861)
O (0.690, -31.151, 42.998)
C (0.121, -30.554, 42.070)
O (0.218, -31.051, 40.807)
C (-0.713, -30.424, 39.912)
C (-1.495, -29.416, 40.768)
C (-0.740, -29.247, 42.040)
H (-1.289, -31.188, 39.389)
H (-0.047, -29.876, 39.245)
H (-2.504, -29.766, 40.988)
H (-1.443, -28.500, 40.179)
H (-1.444, -29.137, 42.864)
H (-0.124, -28.355, 41.923)
O (6.807, -30.510, 42.530)
C (5.639, -30.882, 42.646)
O (4.689, -30.085, 43.206)
C (3.444, -30.690, 43.204)
C (3.653, -31.914, 42.260)
C (5.120, -32.242, 42.320)
H (2.724, -30.032, 42.719)
H (3.082, -31.068, 44.161)
H (3.249, -31.663, 41.279)
H (2.973, -32.654, 42.683)
H (5.545, -32.574, 41.373)
H (5.403, -32.808, 43.208)
O (7.441, -27.034, 35.890)
C (7.411, -27.776, 36.926)
O (8.202, -28.850, 37.068)
C (7.712, -29.726, 38.098)
C (6.313, -29.348, 38.447)
C (6.339, -27.850, 38.049)
H (8.353, -29.562, 38.964)
H (7.782, -30.754, 37.741)
H (6.076, -29.537, 39.493)
H (5.644, -29.953, 37.836)
H (6.567, -27.126, 38.831)
H (5.375, -27.673, 37.571)
O (-2.155, -30.555, 35.748)
C (-2.517, -29.449, 36.121)
O (-1.637, -28.377, 36.333)
C (-2.315, -27.232, 36.714)
C (-3.718, -27.728, 36.997)
C (-3.893, -29.104, 36.347)
H (-2.394, -26.439, 35.970)
H (-1.899, -26.791, 37.620)
H (-4.475, -27.083, 36.550)
H (-3.824, -27.889, 38.070)
H (-4.376, -29.038, 35.372)
H (-4.439, -29.816, 36.967)

Computed properties:
E_LUMO   -1.765 eV
Orbital gap   0.3010 hartree
Relative energy (zero: lowest compared OMol25 entry of this formula, charge and spin)   565.1 kJ/mol
Net charge   0
HOMO level   -9.96 eV

The following is a quantum chemistry calculation of a structure of composition C7H14O2, from the Open Molecules 2025 dataset.

Element x y z (Å)
C (1.137, 0.664, 1.038)
C (2.460, 0.281, 0.415)
C (-1.381, 1.524, 0.483)
C (-0.147, 1.100, -0.272)
O (0.730, -0.128, 2.132)
O (0.352, 1.716, -1.204)
H (1.152, -0.996, 2.072)
H (1.178, 1.689, 1.408)
H (2.652, 0.911, -0.455)
H (2.456, -0.767, 0.094)
H (3.280, 0.420, 1.125)
H (-2.226, 1.572, -0.206)
H (-1.601, 0.845, 1.305)
H (-1.209, 2.525, 0.882)
C (-1.742, -1.626, -0.203)
C (-0.653, -0.876, -0.904)
C (-0.280, -1.020, -2.169)
H (0.201, -0.270, -0.073)
H (-1.512, -1.762, 0.857)
H (-2.686, -1.078, -0.256)
H (-1.896, -2.613, -0.648)
H (-0.763, -1.725, -2.839)
H (0.499, -0.387, -2.583)

Computed properties:
E_LUMO   0.761 eV
Orbital gap   0.3256 hartree
Relative energy (zero: lowest compared OMol25 entry of this formula, charge and spin)   421.2 kJ/mol
Net charge   0
HOMO level   -8.10 eV

The following is a quantum chemistry calculation of a structure of composition C21H21N5OPdSi, from the Open Molecules 2025 dataset.

Element x y z (Å)
Pd (-0.001, -0.085, -0.005)
C (4.066, -1.444, -0.015)
C (4.876, -0.313, -0.016)
C (4.267, 0.912, -0.014)
C (2.853, 1.028, -0.010)
N (2.075, -0.096, -0.009)
C (2.693, -1.281, -0.011)
N (2.396, 2.280, -0.008)
C (1.113, 2.665, -0.003)
N (-0.001, 1.865, -0.001)
C (-1.108, 2.670, 0.005)
N (-2.398, 2.293, 0.009)
C (-2.853, 1.042, 0.007)
C (-4.266, 0.917, 0.012)
C (-4.867, -0.313, 0.009)
C (-4.051, -1.440, 0.000)
C (-2.677, -1.270, -0.005)
N (-2.071, -0.079, -0.001)
C (-0.694, 4.034, 0.005)
C (-1.414, 5.237, 0.010)
C (-0.698, 6.410, 0.009)
C (0.718, 6.407, 0.004)
C (1.430, 5.231, -0.001)
C (0.706, 4.031, 0.000)
H (4.479, -2.443, -0.017)
H (5.955, -0.399, -0.019)
H (4.820, 1.840, -0.015)
H (2.038, -2.126, -0.012)
H (-4.825, 1.841, 0.019)
H (-5.945, -0.407, 0.013)
H (-4.457, -2.442, -0.003)
H (-2.008, -2.112, -0.011)
H (-2.496, 5.233, 0.014)
H (-1.221, 7.358, 0.012)
H (1.246, 7.353, 0.003)
H (2.512, 5.225, -0.005)
C (0.786, -4.339, 1.569)
Si (-0.020, -3.701, 0.001)
C (0.925, -4.354, -1.481)
C (-1.742, -4.451, -0.076)
O (-0.052, -2.093, -0.007)
H (0.776, -5.432, 1.622)
H (0.248, -3.950, 2.439)
H (1.827, -4.008, 1.650)
H (0.914, -5.447, -1.526)
H (1.971, -4.029, -1.468)
H (0.471, -3.970, -2.400)
H (-1.678, -5.543, -0.081)
H (-2.271, -4.146, -0.986)
H (-2.346, -4.158, 0.790)

Computed properties:
Spin multiplicity   3
E_LUMO (spin up / spin down)   0.308 / -3.397 eV
Orbital gap (spin up / spin down)   0.2280 / 0.1751 hartree
Net charge   0
HOMO level (spin up / spin down)   -5.90 / -8.16 eV

| no. | DFT total energy (eV) |
| --- | --- |
| 1 | -9340.5096 |
| 2 | -9315.8906 |
| 3 | -7915.4709 |
| 4 | -153043.4241 |
| 5 | -11576.9435 |
| 6 | -42974.6329 |